Here is one molecule with the formula C20H30N2O4S in a non-equilibrium geometry from OMol25. Energies are from ωB97M-V/def2-TZVPD.

Positions of all 57 atoms, in Å:
C 2.004 3.430 0.585
O 1.499 2.616 1.623
C 0.166 2.369 1.645
C -0.771 3.069 0.892
C -2.099 2.675 0.896
C -2.481 1.585 1.648
S -4.087 0.846 1.378
O -5.021 1.859 0.983
O -4.399 0.003 2.496
N -3.910 -0.171 0.066
C -3.107 -1.353 0.232
C -1.637 -1.121 -0.132
C -1.485 -0.500 -1.531
C -0.036 -0.014 -1.634
O 0.287 1.152 -1.507
N 0.863 -0.997 -1.827
C 2.294 -0.754 -1.782
C 3.045 -1.885 -2.482
C 2.980 -3.191 -1.691
C 3.488 -2.988 -0.267
C 2.684 -1.899 0.437
C 2.779 -0.587 -0.336
C -2.428 0.690 -1.721
C -3.855 0.392 -1.259
C -1.575 0.940 2.473
C -0.248 1.326 2.496
C 0.763 0.633 3.354
H 3.087 3.344 0.647
H 1.658 3.071 -0.388
H 1.718 4.478 0.720
H -0.471 3.899 0.274
H -2.840 3.198 0.313
H -3.528 -2.139 -0.407
H -3.206 -1.658 1.274
H -1.187 -0.448 0.598
H -1.108 -2.076 -0.084
H -1.680 -1.262 -2.294
H 0.556 -1.955 -1.866
H 2.459 0.191 -2.313
H 4.089 -1.586 -2.589
H 2.635 -2.030 -3.484
H 3.583 -3.948 -2.197
H 1.954 -3.565 -1.658
H 3.416 -3.925 0.289
H 4.540 -2.696 -0.297
H 3.065 -1.756 1.450
H 1.638 -2.204 0.518
H 3.817 -0.250 -0.355
H 2.181 0.186 0.148
H -2.019 1.528 -1.158
H -2.443 0.975 -2.775
H -4.330 -0.321 -1.944
H -4.453 1.304 -1.236
H -1.926 0.119 3.079
H 0.304 -0.178 3.913
H 1.569 0.238 2.737
H 1.208 1.341 4.051

Atoms 1-2, force components in eV/Å:
C 0.1 0.2 -0.3
O -0.3 -0.2 0.3

Output
Energy above the lowest of the compared OMol25 structures with the same formula, charge and spin in eV: 0.316
Total energy in eV: -43233.2503
Gap between HOMO and LUMO in eV: 9.13
Multiplicity: 1
SMILES string: COc1ccc(S(=O)(=O)N2CCC(C(=O)NC3CCCCC3)CC2)cc1C
Highest occupied orbital energy in eV: -8.5835

Here are the natural (NBO) charges for atoms 1 to 2, given in e: atom 1 (C): -0.263, atom 2 (O): -0.518


Here is one molecule with the formula CH2O2S3 in a non-equilibrium geometry from OMol25. Energies are from ωB97M-V/def2-TZVPD.

Positions of all 8 atoms, in Å:
O -1.237 -2.030 2.551
S -0.011 -1.421 2.267
O 0.819 -0.815 3.300
S 0.914 -2.229 0.691
C 0.063 -0.502 0.772
S -1.309 -0.063 -0.168
H 0.924 0.191 0.699
H -2.194 -0.053 0.722

Atoms 1-2, force components in eV/Å:
O -2.1 -0.7 0.7
S 3.1 2.2 0.5

Output
Energy above the lowest of the compared OMol25 structures with the same formula, charge and spin in eV: 1.417
Total energy in eV: -37667.7903
Gap between HOMO and LUMO in eV: 9.96
Multiplicity: 1
SMILES string: O=S1(=O)S[C@H]1S
Highest occupied orbital energy in eV: -10.1745

Here are the natural (NBO) charges for atoms 1 to 2, given in e: atom 1 (O): -0.886, atom 2 (S): 2.037


Here is C28H15F5N3O2S4V as an isolated structure from OMol25. Energies are from ωB97M-V/def2-TZVPD.

Positions of all 58 atoms, in Å:
V -0.473 -0.105 0.998
O 1.581 2.379 -1.100
S 1.652 1.695 0.160
O 1.925 0.269 0.169
N 0.260 1.763 0.959
C -0.681 2.724 0.579
C -0.605 4.068 0.842
C -1.611 4.936 0.378
C -2.675 4.469 -0.345
C -2.778 3.092 -0.642
C -3.817 2.519 -1.405
C -3.812 1.174 -1.655
C -2.778 0.384 -1.129
N -1.793 0.881 -0.413
C -1.773 2.225 -0.168
C 2.868 2.499 1.162
C 3.711 3.450 0.612
C 4.669 4.043 1.421
C 4.772 3.681 2.757
C 3.920 2.725 3.295
C 2.960 2.127 2.496
H 0.236 4.454 1.403
H -1.531 5.992 0.599
H -3.446 5.142 -0.699
H -4.607 3.155 -1.785
H -4.592 0.704 -2.236
H -2.774 -0.689 -1.282
H 3.605 3.717 -0.431
H 5.335 4.787 1.006
H 5.521 4.148 3.384
H 4.002 2.444 4.337
H 2.287 1.376 2.889
S 0.908 -1.113 2.887
C 0.770 -2.277 1.674
N 0.201 -1.941 0.527
C 0.113 -2.984 -0.370
C -0.417 -2.927 -1.654
C -0.421 -4.079 -2.419
C 0.100 -5.274 -1.920
C 0.640 -5.339 -0.647
C 0.641 -4.185 0.124
S 1.245 -3.946 1.747
H -0.797 -1.990 -2.040
H -0.826 -4.054 -3.421
H 0.088 -6.161 -2.538
H 1.048 -6.264 -0.263
F -1.701 -0.967 7.776
C -1.875 -0.935 6.456
C -1.603 0.222 5.746
F -1.159 1.307 6.385
C -1.790 0.241 4.380
F -1.480 1.360 3.712
C -2.240 -0.873 3.677
S -2.497 -0.812 1.949
C -2.507 -2.019 4.415
F -2.929 -3.125 3.799
C -2.328 -2.058 5.787
F -2.590 -3.173 6.470

Atoms 1-2, force components in eV/Å:
V 0.4 -0.5 0.7
O 0.1 0.1 0.1

Output
Total energy in eV: -120463.0937
<S²>: 2.0231
Gap between HOMO and LUMO (alpha / beta) in eV: 7.34 / 7.29
Multiplicity: 3
Highest occupied orbital energy (alpha / beta) in eV: -7.9954 / -8.0536

Here are the Mulliken charges for atoms 1 to 2, given in e: atom 1 (V): 0.312, atom 2 (O): -0.727


Here is C23H48AsF6Hg2NO11S4 as an isolated structure in a non-equilibrium geometry from OMol25. Energies are from ωB97M-V/def2-TZVPD.

Positions of all 96 atoms, in Å:
Hg 2.274 -2.546 -3.878
Hg -0.882 -4.382 -0.960
O 0.401 -0.190 -0.790
C 0.466 -1.228 -1.527
O 1.262 -1.102 -2.395
O -0.027 -2.271 -1.201
H 1.064 0.321 -1.260
As 2.977 -4.910 -0.865
F 3.188 -3.615 -2.129
F 4.780 -5.129 -0.669
F 2.736 -6.127 0.422
F 1.276 -4.886 -1.047
F 3.048 -6.256 -2.034
F 2.983 -3.648 0.290
C 1.258 1.165 6.508
C 0.866 2.386 5.610
N 0.689 1.974 4.235
C 1.809 1.302 3.580
C 1.471 0.181 2.534
C 0.057 3.033 3.470
C -1.285 3.576 4.173
H 2.303 1.035 6.228
H 0.650 0.266 6.411
H 1.206 1.315 7.587
H -0.039 2.797 6.056
H 1.570 3.218 5.588
H 2.206 2.090 2.939
H 2.642 1.155 4.267
H 2.383 -0.065 1.989
H 1.035 -0.665 3.066
H 0.825 0.690 1.818
H -0.135 2.731 2.440
H 0.891 3.702 3.258
H -1.052 4.215 5.025
H -1.961 2.770 4.457
H -1.709 4.267 3.444
C 5.319 -0.716 -0.053
C 6.651 -0.984 -0.660
C 6.418 -1.666 -2.055
S 5.091 -0.459 -2.715
O 3.871 -1.089 -3.219
O 5.781 0.524 -3.535
C 4.615 0.198 -1.007
H 5.427 -0.120 0.853
H 4.782 -1.639 0.166
H 7.307 -1.612 -0.057
H 7.204 -0.049 -0.751
H 5.851 -2.581 -1.883
H 7.292 -1.797 -2.693
H 3.533 0.162 -0.877
H 4.788 1.273 -0.976
C -3.197 -1.038 -5.199
C -3.770 0.020 -4.223
C -4.046 -0.712 -2.874
S -3.251 -2.482 -2.976
O -4.300 -3.344 -3.499
O -2.550 -2.956 -1.802
C -2.197 -1.896 -4.380
H -2.700 -0.530 -6.026
H -3.936 -1.696 -5.656
H -4.588 0.284 -4.895
H -3.056 0.808 -3.987
H -5.085 -0.834 -2.570
H -3.487 -0.130 -2.141
H -1.922 -2.851 -4.827
H -1.390 -1.335 -3.910
C -4.614 -0.830 0.918
C -5.136 -2.266 0.891
C -4.346 -3.208 1.838
S -2.598 -2.575 1.854
O -1.825 -3.408 0.861
O -2.149 -2.488 3.190
C -3.024 -0.868 1.183
H -5.247 -0.306 1.634
H -4.619 -0.355 -0.063
H -5.153 -2.642 -0.132
H -6.137 -2.099 1.289
H -4.295 -4.242 1.498
H -4.664 -3.097 2.874
H -2.253 -0.549 0.480
H -2.828 -0.170 1.997
C -0.231 3.108 -1.282
C -1.184 3.417 -2.359
C -2.366 4.089 -1.698
S -1.697 5.210 -0.336
O -2.445 4.840 0.834
O -1.791 6.589 -0.762
C -0.039 4.417 -0.506
H 0.699 2.681 -1.656
H -0.636 2.400 -0.558
H -1.452 2.498 -2.879
H -0.762 4.155 -3.041
H -3.006 3.391 -1.158
H -2.917 4.788 -2.328
H 0.638 4.420 0.348
H 0.399 5.180 -1.149

Atoms 1-2, force components in eV/Å:
Hg 0.3 1.4 1.4
Hg -0.8 1.6 0.7

Output
Total energy in eV: -177442.4294
<S²>: 0.7541
Gap between HOMO and LUMO in eV: 4.11
Multiplicity: 2
Net charge: +3
Highest occupied orbital energy in eV: -16.2429

Here are the Mulliken charges for atoms 1 to 2, given in e: atom 1 (Hg): 1.962, atom 2 (Hg): 2.070